(1)
241
Properties=species:S:1:pos:R:3 method="wB97M-V/def2-TZVPD" lumo_ev=-2.50 total_charge=+1
Y 1.46330 -3.87248 2.70842
C 3.09730 -7.19925 -0.31169
C 2.59117 -5.78167 0.01265
C 1.61327 -5.23712 -1.03322
O 2.16338 -5.59373 1.30466
H 4.01148 -7.45247 0.23864
H 3.43630 -7.26996 -1.34726
H 2.43355 -8.02494 -0.04098
H 3.51712 -5.22653 -0.23722
H 0.71177 -5.85627 -1.14674
H 2.02469 -5.29085 -2.04820
H 1.27356 -4.20416 -0.92432
C 0.39012 0.25377 1.30775
C -0.09407 -1.07436 0.79228
C -0.13001 -1.09115 -0.73744
O 0.50169 -2.16353 1.40418
H 0.04507 1.17746 0.83532
H 1.48440 0.28859 1.22414
H 0.09745 0.38190 2.35592
H -1.18067 -1.05968 1.00952
H -0.46294 -2.07976 -1.06222
H 0.89529 -0.99070 -1.11087
H -0.80067 -0.31356 -1.09326
C 1.22984 -4.88756 -8.40041
C 1.76712 -4.23033 -7.13446
C 0.68753 -3.90358 -6.10482
O 1.26188 -3.18455 -5.01718
C 0.27874 -2.78662 -4.08734
N 2.79630 -5.09420 -6.51535
H 0.93024 -5.92188 -8.21193
H 1.94505 -4.92034 -9.21727
H 0.29900 -4.39489 -8.69974
H 2.24977 -3.27976 -7.38491
H 0.34440 -4.85521 -5.66637
H -0.21830 -3.40846 -6.46761
H -0.54678 -2.17177 -4.46393
H 0.75361 -2.22059 -3.28933
H -0.17595 -3.71929 -3.72728
H 3.52055 -4.47271 -6.16541
H 2.39044 -5.44906 -5.65245
C -1.17390 -1.99496 6.03067
C -0.17750 -2.16224 4.87745
C 1.05077 -1.28639 5.05551
O 1.89256 -1.52214 3.93376
C 2.83821 -0.50130 3.72024
N 0.23719 -3.59096 4.75781
H -1.02859 -2.58362 6.93897
H -2.14188 -2.37038 5.68291
H -1.30410 -0.93784 6.25468
H -0.64850 -1.90029 3.92743
H 1.66851 -1.40158 5.95542
H 0.67531 -0.25808 5.00224
H 3.39884 -0.72223 2.82078
H 3.53216 -0.43425 4.57033
H 2.40482 0.50045 3.65146
H -0.54867 -4.18374 5.02324
H 0.76674 -3.64220 5.63533
C 5.51766 -4.52219 4.81464
C 4.37953 -3.81356 4.07388
C 4.67182 -3.76492 2.54297
O 3.54343 -3.08023 1.92688
C 3.87572 -2.24256 0.84101
N 3.11008 -4.50244 4.31935
H 5.36798 -4.43271 5.89073
H 6.50385 -4.14031 4.55165
H 5.53937 -5.57705 4.52669
H 4.35778 -2.75950 4.35368
H 4.90400 -4.74526 2.10947
H 5.58752 -3.24489 2.24909
H 4.23771 -2.77538 -0.04201
H 4.56234 -1.44256 1.13232
H 2.94883 -1.77954 0.49034
H 2.98927 -4.47637 5.32939
H 3.37137 -5.46597 4.09077
C -2.25425 -6.61815 1.47412
C -1.40732 -5.98109 2.56287
C -0.26980 -6.89704 3.05033
O 0.67067 -6.17570 3.85598
C 1.11625 -6.99726 4.93753
N -0.82002 -4.73111 2.01329
H -1.65046 -7.20200 0.77325
H -2.90999 -5.96560 0.90375
H -2.88151 -7.37817 1.95728
H -2.07093 -5.67245 3.37525
H 0.26519 -7.25030 2.16360
H -0.70904 -7.77406 3.52842
H 0.26980 -7.29905 5.56028
H 1.88923 -6.45960 5.47568
H 1.49720 -7.93968 4.53071
H -0.51967 -4.90484 1.05183
H -1.54461 -4.02808 1.89626
C -2.41946 3.95955 4.24762
C -2.63198 2.46210 4.33086
C -1.38642 1.86844 5.07954
C -1.38390 1.87822 6.60546
C -2.69043 1.41592 7.20855
C -3.89489 2.12934 6.58072
N -3.80414 2.06652 5.13148
O -4.96938 2.66190 4.56433
C -5.15427 1.28713 6.94211
C -4.05291 3.51716 7.23782
C -2.77283 1.80391 2.97028
H -1.57003 4.22613 3.61678
H -2.22512 4.41879 5.22164
H -3.30511 4.50192 3.90610
H -1.18445 0.86609 4.68362
H -0.47233 2.39693 4.78667
H -1.15780 2.88531 6.96777
H -0.53683 1.27812 6.95322
H -2.65938 1.50910 8.29553
H -2.82494 0.33970 7.04796
H -6.02830 1.90674 6.75446
H -5.22815 0.33922 6.40592
H -5.07883 0.97748 7.98671
H -4.68013 4.15588 6.61013
H -4.58607 3.42346 8.18647
H -3.17115 4.11983 7.46281
H -2.53910 0.74000 2.89288
H -2.20595 2.28469 2.16784
H -3.81243 1.91065 2.65027
H -5.55218 1.90708 4.42147
C 1.97228 3.01376 -3.93612
C 1.59837 1.51686 -3.86738
C 0.23862 1.39828 -3.15917
C -0.87785 1.94108 -4.02696
C -0.89734 1.13622 -5.33297
C 0.43217 1.11326 -6.11103
N 1.51568 0.85041 -5.16617
O 2.75140 0.76379 -5.83553
C 0.27696 -0.10606 -7.04446
C 0.55640 2.39756 -6.93853
C 2.68145 0.89117 -2.96537
H 2.90345 3.15421 -4.49573
H 2.24335 3.31904 -2.92306
H 1.24147 3.65078 -4.42841
H 0.05516 0.34103 -2.95521
H 0.24496 1.91608 -2.19549
H -0.70099 2.98825 -4.27390
H -1.84290 1.80079 -3.53932
H -1.68608 1.61066 -5.92561
H -1.23814 0.11567 -5.13889
H -0.56685 -0.00876 -7.72662
H 1.19803 -0.22076 -7.62523
H 0.17225 -1.06521 -6.53202
H 1.58722 2.56691 -7.24835
H -0.06952 2.33895 -7.82900
H 0.20016 3.24642 -6.35270
H 3.66509 1.00618 -3.43047
H 2.59868 -0.20179 -2.98477
H 2.66435 1.33525 -1.97364
H 2.91822 -0.18445 -5.90151
C 4.50973 4.38177 2.34398
C 3.72181 3.78987 1.15899
C 3.57205 4.80941 0.00062
C 4.85001 5.09190 -0.77869
C 5.43237 3.78660 -1.34551
C 5.52560 2.71079 -0.27259
N 4.27022 2.59250 0.50863
O 4.40996 1.54008 1.45603
C 5.79161 1.35021 -0.95782
C 6.82438 3.00861 0.52586
C 2.27107 3.50107 1.57146
H 3.94322 5.05908 2.97458
H 5.43278 4.82958 1.97981
H 4.83604 3.50716 2.91501
H 2.80894 4.50685 -0.71469
H 3.33635 5.77141 0.46614
H 5.59076 5.66834 -0.22035
H 4.60933 5.72490 -1.63711
H 6.37986 4.02319 -1.83094
H 4.76986 3.47151 -2.15988
H 4.89603 1.05136 -1.51864
H 6.59464 1.40149 -1.68756
H 5.88523 0.52585 -0.24851
H 7.69499 2.76161 -0.07728
H 6.84078 4.06786 0.78125
H 6.87920 2.43359 1.45208
H 1.69049 3.03917 0.76971
H 1.73436 4.35949 1.97120
H 2.27580 2.71330 2.33568
H 4.03513 0.81130 0.94723
C -0.64728 7.08038 -0.07312
C -0.72426 6.26658 -1.38077
C -0.22456 4.84277 -1.19715
C -1.17298 3.92275 -0.44651
C -2.48677 3.89618 -1.24227
C -3.07342 5.30029 -1.36850
N -2.07333 6.23045 -1.91856
O -2.59949 7.47349 -2.30567
C -4.22712 5.19685 -2.36679
C -3.68734 5.77239 -0.03712
C 0.19358 6.90230 -2.42499
H -1.08084 6.59537 0.79931
H -1.13164 8.04652 -0.23929
H 0.37735 7.38580 0.16075
H 0.14316 4.35458 -2.10204
H 0.67701 4.95095 -0.58015
H -1.34687 4.27477 0.57432
H -0.73187 2.93101 -0.31244
H -3.21720 3.24910 -0.75359
H -2.28577 3.50318 -2.24031
H -4.89754 6.05984 -2.31944
H -3.88641 5.15227 -3.40323
H -4.86977 4.35247 -2.11282
H -4.69818 5.43766 0.19521
H -3.09567 5.52379 0.85110
H -3.65948 6.86552 -0.00414
H 1.25213 6.87024 -2.13690
H 0.03878 7.96711 -2.59869
H 0.18611 6.29263 -3.33118
H -2.68306 7.38787 -3.26260
C -4.87444 -0.46542 -4.56122
C -5.24033 -1.60588 -3.59593
C -4.15558 -2.69329 -3.50449
C -2.97489 -2.28741 -2.63870
C -3.54234 -1.93005 -1.24444
C -4.60232 -0.83544 -1.24021
N -5.60653 -1.15697 -2.25707
O -6.74415 -0.34918 -2.18888
C -5.20718 -0.77014 0.17666
C -3.89345 0.52176 -1.54126
C -6.47000 -2.28712 -4.23212
H -4.78742 -0.92220 -5.54982
H -3.95892 0.08440 -4.35003
H -5.71513 0.22750 -4.62640
H -4.57474 -3.64652 -3.16569
H -3.87350 -2.94836 -4.53174
H -2.60390 -1.36260 -3.08989
H -2.23671 -3.08392 -2.58254
H -2.69911 -1.62689 -0.62309
H -3.98125 -2.85089 -0.84845
H -6.02216 -0.04413 0.11786
H -5.64810 -1.71201 0.49443
H -4.46168 -0.33635 0.84172
H -3.05716 0.68868 -0.85473
H -3.35206 0.36908 -2.47219
H -4.59946 1.34818 -1.51249
H -6.25029 -2.86664 -5.13083
H -7.28392 -1.59961 -4.46242
H -6.90585 -3.01834 -3.54544
H -6.49142 0.53450 -2.50887

***

(2)
29
Properties=species:S:1:pos:R:3 method="wB97M-V/def2-TZVPD" lumo_ev="-0.48 / -0.48" total_charge=0
C -2.34301 -1.73682 -0.44454
C 0.59153 1.45402 -0.35869
C -1.54529 -0.66042 -0.73496
C 0.94111 0.08760 -1.01073
C -0.20593 -0.39297 -0.05820
C -2.61544 1.06701 0.22141
C -1.45501 1.40183 1.15789
C -1.73436 0.85033 2.53948
C 2.65546 -1.86156 -0.97421
C 2.29958 -0.42643 -0.59080
N -3.12467 -2.47565 -0.01937
N -0.28261 0.94763 0.47843
O 1.03758 2.51729 -0.59711
O 3.37973 0.30125 -1.16939
S -3.04214 1.97120 -1.19211
H -1.39872 -0.31941 -1.73754
H 0.69185 0.29760 -2.10991
H 0.14358 -1.02413 0.75836
H -3.39120 0.62816 0.69803
H -1.50800 2.42516 1.29171
H -2.77077 0.98461 2.86805
H -1.09414 1.46841 3.30669
H -1.44557 -0.25625 2.68426
H 3.16893 -2.34245 -0.12450
H 3.32425 -1.81698 -1.94923
H 1.76437 -2.44917 -1.04332
H 2.37269 -0.19355 0.47263
H 3.20051 1.23052 -1.31970
H -2.07531 2.87027 -1.11128

***

Calculated max |F| in order - 3.728; 4.770 eV Å⁻¹